Entry 1:
Formula: C35H43N10O3PS4W
Source: the Open Molecules 2025 dataset
Level of theory: the ωB97M-V functional and the def2-TZVPD basis

Element x y z (Å)
W 0.9136 0.0977 -0.5071
N 3.3427 -3.4059 -1.8819
C 2.6876 -2.4752 -1.1796
S 3.0265 -0.8073 -1.4857
N 1.8488 -2.8801 -0.2554
N 1.2443 -1.8361 0.3680
C 0.6913 -2.1358 1.4977
C 0.1440 -1.0348 2.2433
C -0.2864 -1.1438 3.5591
C -0.6219 -0.0005 4.2526
C -0.4889 1.2296 3.6154
C -0.0849 1.2588 2.3014
N 0.1939 0.1462 1.5948
H 3.9666 -3.1350 -2.6192
H 3.1443 -4.3780 -1.7200
H 0.7172 -3.1566 1.8547
H -0.3253 -2.1229 4.0164
H -0.9507 -0.0522 5.2816
H -0.6837 2.1556 4.1361
H 0.0507 2.2017 1.7929
S 1.1325 1.3571 -2.6790
C 1.0077 0.0707 -3.8662
C 1.5494 0.2372 -5.1392
C 1.4439 -0.7715 -6.0809
C 0.7859 -1.9550 -5.7623
C 0.2360 -2.1213 -4.5028
C 0.3459 -1.1134 -3.5434
S -0.3933 -1.3527 -1.9623
H 2.0644 1.1600 -5.3743
H 1.8821 -0.6390 -7.0614
H 0.7055 -2.7484 -6.4938
H -0.2742 -3.0397 -4.2377
C -3.5483 -0.2239 -2.6534
C -4.3474 -1.1218 -1.6966
C -5.3126 -1.9447 -2.5528
P -3.2275 -2.0249 -0.4848
C -4.3575 -2.4596 0.9578
C -3.8998 -1.6410 2.1725
C -5.8676 -2.3253 0.7880
C -2.9145 -3.7112 -1.2250
C -1.7447 -4.3346 -0.4524
C -4.0732 -4.7101 -1.2650
H -4.2211 0.5056 -3.1126
H -3.0975 -0.8138 -3.4540
H -2.7434 0.3172 -2.1637
H -4.9288 -0.4640 -1.0396
H -4.7610 -2.6278 -3.2004
H -5.8796 -1.2686 -3.1984
H -6.0311 -2.5168 -1.9718
H -4.1312 -3.5062 1.1787
H -4.1306 -0.5782 2.0419
H -2.8227 -1.7336 2.3222
H -4.3991 -1.9811 3.0840
H -6.1600 -1.2929 0.5862
H -6.3678 -2.6298 1.7112
H -6.2524 -2.9542 -0.0122
H -2.5769 -3.5057 -2.2461
H -2.0087 -4.4702 0.6021
H -0.8498 -3.7136 -0.5044
H -1.4965 -5.3175 -0.8600
H -4.4101 -4.9705 -0.2601
H -3.7337 -5.6348 -1.7385
H -4.9312 -4.3477 -1.8237
N -1.3423 5.2442 -0.6608
C -1.5830 3.9218 -0.4537
C -0.5821 2.9628 -0.6924
N -0.7793 1.6834 -0.4222
C -1.9751 1.3252 0.0757
C -2.9521 2.2759 0.2769
N -2.7697 3.5692 0.0287
H -0.5453 5.5292 -1.2002
H -2.1229 5.8746 -0.6017
H 0.3676 3.2580 -1.1135
H -2.1388 0.2735 0.2737
H -3.9217 1.9856 0.6641
O 7.6589 4.3253 6.5805
S 7.1754 3.2270 5.7785
O 5.9149 2.6513 6.2073
O 8.1762 2.2611 5.3579
C 6.7779 3.9646 4.1632
N 7.5065 4.9903 3.7034
C 7.2539 5.3878 2.4663
C 6.2804 4.8049 1.6646
C 5.5754 3.7653 2.2391
N 5.8267 3.3458 3.4695
C 4.4837 3.0114 1.5632
C 3.9702 3.3214 0.3105
C 2.9403 2.5664 -0.2134
N 2.3978 1.5160 0.4243
C 2.9380 1.1912 1.6178
C 3.9385 1.9094 2.2192
H 7.8566 6.2101 2.0942
H 6.1088 5.1505 0.6545
H 4.3572 4.1463 -0.2709
H 2.5477 2.7947 -1.1940
H 2.5465 0.3105 2.1056
H 4.3239 1.6376 3.1936

Properties
Spin multiplicity: 3
Frontier orbital gap (spin up / spin down) (eV): 5.37 / 4.56
ΔE to the lowest compared entry with this formula, charge and spin (eV): 0.982
<S²>: 2.03
HOMO energy (spin up / spin down) (eV): -7.18 / -7.18



Entry 2:
Formula: C35H44B11Br6CsGeN7OS4Se
Source: the Open Molecules 2025 dataset
Level of theory: the ωB97M-V functional and the def2-TZVPD basis

Element x y z (Å)
Cs 0.7252 -0.4976 1.1103
C -5.5473 2.6627 -0.8439
S -4.1712 3.1272 -1.9351
C -3.1484 1.7071 -1.7953
S -1.4020 2.1799 -2.0466
N -3.6153 0.5867 -1.5065
N -3.2077 -0.5293 -1.0302
C -3.3906 -1.6862 -1.5304
C -3.2362 -2.8906 -0.7369
C -3.7196 -4.1020 -1.2459
C -3.6694 -5.2272 -0.4425
C -3.1162 -5.1121 0.8232
C -2.6300 -3.8724 1.2222
N -2.6934 -2.7873 0.4791
H -6.3834 3.3061 -1.1021
H -5.2532 2.8284 0.1891
H -5.7910 1.6184 -1.0127
H -3.7349 -1.8289 -2.5578
H -4.1427 -4.1613 -2.2366
H -4.0564 -6.1700 -0.7939
H -3.0698 -5.9618 1.4850
H -2.1745 -3.7537 2.1989
Br 2.5700 -2.3565 2.8431
B 2.7053 -4.1766 2.0471
B 2.7762 -5.6287 3.0569
C 2.0449 -6.8432 2.1147
B 1.3339 -5.2896 2.0835
B 1.4105 -6.2996 0.6321
B 2.8923 -7.2724 0.6960
B 3.7432 -6.8529 2.2071
B 4.2212 -5.1430 2.1421
Br 5.8180 -4.4002 3.0307
B 4.2983 -6.1838 0.6526
Br 6.0071 -6.7156 -0.1894
B 2.8243 -5.8234 -0.3341
Br 2.7991 -5.8600 -2.3023
B 1.8670 -4.5913 0.5417
Br 0.7599 -3.2741 -0.4568
B 3.6705 -4.5122 0.5617
Br 4.6815 -3.1034 -0.3578
H 2.6890 -5.6481 4.2258
H 1.5128 -7.6253 2.6382
H 0.3002 -5.0878 2.6088
H 0.4226 -6.7581 0.1951
H 2.8880 -8.3827 0.3176
H 4.2957 -7.6817 2.8247
S 3.6095 6.7724 0.0967
C 4.5874 6.7484 -1.3069
C 4.5292 5.5553 -1.9570
C 3.6788 4.6332 -1.3199
C 3.0882 5.1304 -0.1848
C 2.1373 4.4946 0.6972
C 1.6620 3.1909 0.4399
N 0.7732 2.5716 1.1676
C 0.2687 3.1893 2.2467
C 0.6838 4.4899 2.6240
C 0.1347 5.0972 3.7892
C -0.7837 4.4523 4.5456
C -1.2291 3.1419 4.1989
C -2.1650 2.4402 4.9687
C -2.5629 1.1655 4.5873
C -1.9871 0.6511 3.4038
N -1.1053 1.2770 2.6736
C -0.7085 2.5071 3.0440
C -3.5060 0.3784 5.3450
C -4.0013 -0.8670 5.0485
C -4.8989 -1.3528 6.0129
C -5.0856 -0.4820 7.0409
S -4.1692 0.9519 6.8518
C 1.6324 5.1311 1.8206
H 5.1520 7.6205 -1.5696
H 5.0730 5.3417 -2.8611
H 3.5242 3.6317 -1.6849
H 2.0442 2.6308 -0.3996
H 0.4745 6.0861 4.0554
H -1.1971 4.9120 5.4312
H -2.5740 2.8945 5.8611
H -2.2771 -0.3252 3.0429
H -3.7398 -1.4220 4.1654
H -5.3857 -2.3089 5.9452
H -5.7115 -0.5994 7.9029
H 1.9709 6.1235 2.0805
N 3.9080 -0.5744 -2.2926
C 3.6046 -0.1193 -1.0395
N 4.6508 0.2855 -0.2936
O 2.4375 0.0411 -0.6851
H 4.8594 -0.8757 -2.4375
H 3.2351 -1.2198 -2.6796
H 5.5758 -0.0330 -0.5251
H 4.4828 0.4789 0.6799
C -0.5353 3.8529 -7.2640
Ge -1.3552 3.4155 -5.5198
C -3.3227 3.3211 -5.6670
C -0.6093 4.7088 -4.2194
C -0.7414 1.4668 -5.1934
Se -0.4898 0.7254 -3.4113
C 1.2983 1.3801 -3.1423
H -0.9144 4.8159 -7.5963
H -0.7687 3.1187 -8.0276
H 0.5440 3.9352 -7.1774
H -3.7382 4.3220 -5.7317
H -3.7847 2.8203 -4.8235
H -3.5860 2.7899 -6.5783
H -0.8382 5.6983 -4.6059
H 0.4727 4.6231 -4.1692
H -1.0209 4.6318 -3.2211
H 0.2153 1.3197 -5.6977
H -1.4673 0.8207 -5.6888
H 1.2632 2.4684 -3.1357
H 1.9350 1.0124 -3.9462
H 1.6500 0.9904 -2.1845

Properties
Frontier orbital gap (eV): 6.35
Net charge: +1
HOMO energy (eV): -9.96



Entry 3:
Formula: C35H44Br2FN3O8
Source: the Open Molecules 2025 dataset
Level of theory: the ωB97M-V functional and the def2-TZVPD basis

Element x y z (Å)
C -4.3254 -1.1791 -1.5812
C -4.3252 -2.0054 -0.2865
C -2.9192 -2.3263 0.2587
C -2.5293 -1.5563 1.5223
C -2.8402 -0.0559 1.4653
C -1.7696 0.7505 2.1730
C -2.2135 2.1693 2.4966
C -2.0990 3.0968 1.2818
C -1.3142 4.3859 1.5647
C -0.2773 4.7005 0.5029
C 0.9359 3.7502 0.5656
C 1.7347 3.9869 1.8377
C 2.8110 2.9588 2.2195
C 2.5280 1.4519 2.0338
C 3.5243 0.7783 1.0852
C 3.2981 0.9195 -0.4059
N 2.0593 0.3155 -0.9287
C 1.9360 -1.0783 -0.8538
O 2.3588 -1.7829 0.0079
C 1.1634 -1.5058 -2.0625
C 0.7338 -2.7739 -2.4533
C 1.0802 -4.0447 -1.7493
O 0.2580 -4.8084 -1.3382
N 2.4526 -4.3407 -1.6565
C 3.2741 -3.9396 -2.7157
O 4.0150 -3.0442 -2.7704
F 3.1562 -4.7882 -3.7475
C -0.0711 -2.8538 -3.5878
C -0.3993 -1.7208 -4.3518
N -1.2273 -1.9805 -5.5029
C 0.0950 -0.4451 -3.9926
C -0.2180 0.7242 -4.8906
Br 1.4527 1.3656 -5.6680
C -1.2664 1.7319 -4.3132
C -1.4942 1.7082 -2.8209
Br -0.9517 3.6063 -4.7879
C 0.8731 -0.3873 -2.8191
C 1.5317 0.7750 -2.1430
O 1.6164 1.9072 -2.5299
H -4.3364 -1.8385 -2.4475
H -5.2017 -0.5391 -1.6491
H -3.4343 -0.5639 -1.6396
H -4.9220 -1.5100 0.4718
H -4.8183 -2.9495 -0.5130
H -2.1919 -2.1425 -0.5282
H -2.8833 -3.3860 0.4948
H -3.0127 -2.0123 2.3781
H -1.4691 -1.6945 1.7005
H -2.8996 0.2341 0.4140
H -3.7979 0.1239 1.9474
H -0.8450 0.7768 1.6006
H -1.5206 0.2629 3.1080
H -1.5938 2.5344 3.3124
H -3.2356 2.1467 2.8717
H -1.5946 2.5562 0.4873
H -3.0877 3.3776 0.9276
H -1.9947 5.2290 1.6746
H -0.8302 4.2707 2.5267
H -0.7321 4.6474 -0.4863
H 0.0979 5.7178 0.6141
H 0.5752 2.7261 0.5116
H 1.5713 3.9731 -0.2880
H 2.2504 4.9383 1.6968
H 1.0705 4.1317 2.6810
H 2.9948 3.1243 3.2776
H 3.7367 3.2280 1.7120
H 2.6822 0.9690 2.9902
H 1.4927 1.2514 1.7776
H 4.4823 1.2590 1.2734
H 3.6448 -0.2634 1.3570
H 3.3122 1.9684 -0.6774
H 4.1250 0.4356 -0.9241
H 2.5639 -5.3268 -1.4410
H -0.4288 -3.8189 -3.9066
H -0.8956 -1.5229 -6.3378
H -2.1916 -1.7335 -5.3287
H -0.6924 0.3174 -5.7629
H -2.1980 1.5192 -4.8190
H -0.7415 2.2770 -2.2960
H -1.5574 0.7001 -2.4265
H -2.4449 2.1870 -2.6091
C 0.7684 -3.8726 4.3840
C 0.0490 -2.6818 4.2447
C 0.8890 -1.3724 4.2624
O 0.3197 -0.2760 4.0588
C 2.2737 -1.4674 4.5088
C 3.0010 -2.6609 4.6705
C 2.1760 -3.9803 4.5504
O 2.7620 -5.0723 4.6135
O 4.2214 -2.7397 4.8914
O -1.1904 -2.5877 4.1013
H 0.2321 -4.8185 4.3611
H 2.8026 -0.5175 4.5690

Properties
Frontier orbital gap (eV): 2.89
Net charge: -2
ΔE to the lowest compared entry with this formula, charge and spin (eV): 0.000
HOMO energy (eV): -0.15



| no. | DFT total energy (Eh) |
| --- | --- |
| 1 | -4134.03665 |
| 2 | -23627.60130 |
| 3 | -7374.22416 |